(1)
Entry from the OMol25 dataset: a 2-piece molecular cluster, C5H11ClN overall (ωB97M-V with the def2-TZVPD basis set).

Properties
LUMO energy (alpha / beta) (eV): -6.4 / -6.3
Relative energy (zero: lowest compared OMol25 entry of this formula, charge and spin) (eV): 7.618
Charge: +1

CARTESIAN COORDINATES (ANGSTROEM)
C  -1.102  -1.444  0.109
C  0.882  -1.092  1.724
C  -0.286  2.053  -0.384
C  0.379  0.784  -2.276
C  -0.416  -1.855  1.253
N  0.306  0.910  -0.856
Cl  -2.606  -1.398  -0.233
H  0.405  -0.186  2.357
H  1.376  -1.603  2.641
H  1.718  -0.934  0.998
H  -1.044  1.712  0.396
H  -0.780  2.707  -1.111
H  0.462  2.730  0.066
H  0.531  -0.252  -2.462
H  1.517  1.134  -2.392
H  -0.261  1.514  -2.860
H  0.119  -2.741  0.995
H  -1.202  -2.036  2.035

Forces on the atoms, in the same order (eV/Å):
C 2.417 0.752 -0.799
C -0.524 1.726 3.864
C -1.516 1.535 1.493
C 2.899 2.260 0.887
C 0.460 0.355 1.716
N -0.063 -2.032 -0.804
Cl -2.170 0.152 -0.571
H 1.683 -1.211 -2.161
H -1.055 0.006 -1.768
H -1.434 0.319 0.343
H 0.880 0.951 -0.524
H -0.256 -0.297 -0.245
H -0.146 -0.408 0.449
H -0.729 -0.788 -1.093
H -1.888 -0.249 -0.365
H 0.498 -1.417 0.343
H -0.161 -1.621 -0.623
H 1.106 -0.034 -0.143

(2)
Entry from the OMol25 dataset: a 2-piece molecular cluster, C5H11ClN overall (ωB97M-V with the def2-TZVPD basis set).

Properties
LUMO energy (alpha / beta) (eV): -4.3 / -4.4
Relative energy (zero: lowest compared OMol25 entry of this formula, charge and spin) (eV): 3.974
Charge: +1

CARTESIAN COORDINATES (ANGSTROEM)
C  -3.013  -0.170  -0.463
C  -1.795  -0.322  -0.881
C  0.056  1.457  1.281
C  2.094  -1.169  -0.289
C  0.215  0.129  0.655
N  1.173  -0.018  -0.415
Cl  -1.036  -0.643  -2.331
H  -3.871  -0.302  -1.115
H  -3.235  0.085  0.557
H  -0.119  2.245  0.546
H  0.951  1.723  1.858
H  -0.782  1.439  1.975
H  1.522  -2.094  -0.315
H  2.805  -1.170  -1.112
H  2.642  -1.121  0.651
H  0.045  -0.761  1.236
H  1.712  0.852  -0.510
H  0.637  -0.159  -1.328

Forces on the atoms, in the same order (eV/Å):
C -0.551 -0.105 -0.253
C 2.113 0.686 1.895
C 0.081 0.207 -0.017
C 0.573 -0.607 0.178
C -2.510 -0.455 -1.176
N 0.068 0.232 -0.595
Cl -0.137 -0.183 -0.600
H 0.065 -0.028 -0.105
H 0.102 0.052 0.288
H -0.004 -0.001 0.016
H -0.010 0.011 0.030
H 0.019 0.010 -0.041
H -0.121 0.093 -0.011
H -0.103 0.099 -0.052
H -0.119 0.136 -0.028
H 0.262 -0.205 0.023
H -0.136 -0.186 -0.073
H 0.407 0.243 0.521

(3)
Entry from the OMol25 dataset: a 2-piece molecular cluster, C5H11ClN overall (ωB97M-V with the def2-TZVPD basis set).

Properties
LUMO energy (alpha / beta) (eV): -2.7 / -7.0
Relative energy (zero: lowest compared OMol25 entry of this formula, charge and spin) (eV): 3.725
Expectation value of S²: 2.01
Charge: +1
2S+1: 3

CARTESIAN COORDINATES (ANGSTROEM)
C  -0.117  -0.588  1.273
C  -0.176  -1.074  -0.140
C  2.005  0.017  0.062
C  0.039  1.484  -0.191
C  -2.057  -0.556  -0.828
N  0.502  0.179  0.140
Cl  -2.890  0.307  0.364
H  -0.982  -0.302  1.782
H  0.537  -1.186  1.901
H  0.118  -2.068  -0.543
H  2.312  -0.969  0.087
H  2.321  0.330  -0.948
H  2.492  0.629  0.745
H  -0.995  1.503  -0.301
H  0.598  2.117  0.519
H  0.426  1.810  -1.094
H  -2.429  -1.633  -1.115
H  -1.704  -0.001  -1.714

Forces on the atoms, in the same order (eV/Å):
C 0.907 -2.315 -1.636
C 3.419 -1.544 2.902
C -1.045 1.613 -2.607
C 1.568 1.310 1.087
C -5.466 -0.820 -3.128
N 2.233 -3.316 0.565
Cl -0.829 -0.207 -0.463
H -0.957 1.192 0.377
H 0.534 0.496 -0.046
H 0.250 1.388 -0.152
H 0.160 -2.123 0.733
H -0.366 0.192 0.317
H 0.678 1.022 1.510
H -1.506 0.609 0.746
H -1.271 0.225 0.157
H 0.946 0.111 -2.192
H 0.736 2.126 1.140
H 0.011 0.040 0.690

(4)
Entry from the OMol25 dataset: a 2-piece molecular cluster, C5H11ClN2 overall (ωB97M-V with the def2-TZVPD basis set).

Properties
LUMO energy (alpha / beta) (eV): 0.0 / 0.0
Relative energy (zero: lowest compared OMol25 entry of this formula, charge and spin) (eV): 3.133
Charge: 0

CARTESIAN COORDINATES (ANGSTROEM)
C  -1.017  -0.975  -0.065
C  0.217  0.455  1.440
C  0.191  0.914  -1.031
C  1.413  -1.107  -0.138
C  0.206  -0.176  0.042
N  -1.197  -2.184  -0.107
N  -2.805  0.235  -0.130
Cl  -2.697  -2.986  -0.192
H  -0.651  1.096  1.562
H  1.120  1.048  1.559
H  0.200  -0.316  2.207
H  0.156  0.471  -2.022
H  1.090  1.519  -0.948
H  -0.684  1.542  -0.900
H  2.334  -0.558  0.051
H  1.349  -1.945  0.554
H  1.442  -1.501  -1.154
H  -3.249  -0.176  0.687
H  -3.212  -0.215  -0.944

Forces on the atoms, in the same order (eV/Å):
C -4.420 1.828 -0.251
C -0.102 -0.079 -0.132
C -0.095 -0.088 0.138
C -0.092 -0.022 0.000
C 0.673 0.375 0.073
N 0.600 -1.174 -0.020
N 3.287 -1.122 0.226
Cl 0.187 0.481 0.017
H -0.094 0.098 0.051
H 0.103 0.084 0.013
H 0.026 -0.050 0.108
H 0.027 -0.028 -0.184
H 0.119 0.043 0.010
H -0.094 0.100 -0.014
H 0.015 0.074 0.002
H 0.079 -0.021 0.000
H 0.012 -0.040 0.019
H -0.107 -0.223 -0.061
H -0.121 -0.239 0.007

(5)
Entry from the OMol25 dataset: one molecule with the formula C5H11ClN2 (ωB97M-V with the def2-TZVPD basis set).

Properties
LUMO energy (eV): 0.8
Relative energy (zero: lowest compared OMol25 entry of this formula, charge and spin) (eV): 1.583
Structure (SMILES): CN1C[C@@]1(CN)CCl
Charge: 0

CARTESIAN COORDINATES (ANGSTROEM)
C  -0.515  1.951  0.960
N  0.083  0.566  0.815
C  -0.782  -0.591  0.855
C  -0.048  -0.302  -0.335
C  1.233  -1.072  -0.612
N  1.967  -1.389  0.622
C  -0.714  0.225  -1.582
Cl  -1.427  -1.017  -2.699
H  -0.148  2.727  0.288
H  -0.343  2.114  2.032
H  -1.644  1.939  0.776
H  -1.898  -0.484  1.019
H  -0.379  -1.341  1.471
H  1.791  -0.380  -1.215
H  0.964  -1.908  -1.249
H  1.551  -2.173  1.158
H  1.763  -0.566  1.195
H  0.020  0.723  -2.233
H  -1.475  0.980  -1.268

Forces on the atoms, in the same order (eV/Å):
C -1.654 -1.971 0.107
N -0.113 2.031 -0.064
C -2.614 0.245 1.615
C 0.232 0.167 -2.140
C -0.605 -0.085 0.711
N -0.430 -0.360 -0.045
C -0.228 1.006 0.054
Cl 0.021 0.267 0.715
H 0.656 -0.296 0.229
H -0.118 0.732 -0.494
H 1.247 -0.062 0.357
H 1.343 0.166 -0.723
H 0.226 -1.067 0.788
H 0.854 0.178 -0.322
H 0.304 -0.467 0.159
H 0.316 0.494 -0.855
H 0.472 -0.134 0.145
H -0.182 -0.038 0.413
H 0.272 -0.804 -0.649

(6)
Entry from the OMol25 dataset: one molecule with the formula C5H11FN2O (ωB97M-V with the def2-TZVPD basis set).

Properties
LUMO energy (alpha / beta) (eV): 0.7 / 0.7
Relative energy (zero: lowest compared OMol25 entry of this formula, charge and spin) (eV): 0.000
Charge: 0

CARTESIAN COORDINATES (ANGSTROEM)
C  -0.760  -0.971  -0.171
C  -1.463  0.144  0.647
C  0.463  -0.588  -0.979
C  -2.511  0.949  -0.159
C  1.642  -0.186  -0.087
N  2.264  0.970  -0.277
N  2.057  -0.906  0.953
O  3.178  1.353  0.470
F  -3.146  1.886  0.577
H  -0.267  -1.574  0.600
H  -1.457  -1.572  -0.731
H  -1.858  -0.188  1.536
H  -0.691  0.762  0.983
H  0.797  -1.484  -1.629
H  0.164  0.234  -1.508
H  -1.961  1.593  -0.939
H  1.886  1.541  -1.044
H  -3.294  0.356  -0.593
H  2.744  -0.414  1.423
H  2.214  -1.905  0.927

Forces on the atoms, in the same order (eV/Å):
C 0.378 -0.528 1.992
C -0.145 0.302 -3.122
C 1.655 -2.293 0.893
C 2.452 0.663 -1.284
C -0.897 1.250 -2.332
N -3.100 -2.306 -1.233
N -0.982 -1.830 0.396
O 2.223 1.318 1.344
F -0.706 0.944 1.542
H -0.842 -0.613 0.058
H -0.187 -0.243 -0.240
H -1.364 -1.336 1.826
H 1.240 1.570 0.333
H -0.678 1.531 0.728
H -0.113 2.138 -2.245
H -0.720 -1.392 0.510
H 0.300 0.176 0.301
H -0.058 -0.656 -0.474
H 1.917 1.093 1.311
H -0.371 0.211 -0.305

E for the records above, in order: -711.529637 -711.663576 -711.494871 -766.692291 -766.749252 -481.633572 hartree